An isolated molecule of C6H12O. Source: the OMol25 dataset; level of theory: wB97M-V/def2-TZVPD.

Geometry as XYZ:
```
19
Properties=species:S:1:pos:R:3:nbo_charge:R:1
C 1.507 -1.460 0.596 -0.61
C 0.174 -1.512 -0.127 -0.22
C 0.094 -1.176 -1.583 -0.41
C -0.569 -0.251 -0.581 -0.29
C -0.084 1.156 -0.185 0.07
C -1.301 2.275 0.416 -0.56
O 0.295 1.231 1.214 -0.74
H 2.076 -0.569 0.315 0.22
H 2.117 -2.340 0.357 0.21
H 1.374 -1.435 1.683 0.21
H -0.473 -2.328 0.200 0.21
H 1.009 -0.840 -2.069 0.21
H -0.541 -1.786 -2.224 0.22
H -1.651 -0.352 -0.547 0.21
H 0.916 1.279 -0.721 0.20
H -2.199 1.921 -0.050 0.18
H -0.973 3.265 0.132 0.21
H -1.565 2.383 1.529 0.21
H -0.207 0.540 1.645 0.46
```

Electronic energy = -8460.31842 eV
E_LUMO = 1.084 eV
SMILES = C[C@@H]1C[C@@H]1[C@@H](C)O
Frontier orbital gap = 9.5 eV
Energy above the lowest of the compared OMol25 structures with the same formula, charge and spin = 389.37 kJ/mol
Highest occupied orbital energy = -8.4 eV
2S+1 = 1


An isolated molecule of C6H12O. Source: the OMol25 dataset; level of theory: wB97M-V/def2-TZVPD.

Geometry as XYZ:
```
19
Properties=species:S:1:pos:R:3:nbo_charge:R:1
C -1.099 2.333 0.035 -0.60
C -1.340 0.924 -0.505 -0.41
C -0.465 -0.137 0.163 0.10
C -0.192 -1.387 -0.681 -0.42
C 1.135 -1.879 -0.103 -0.43
C 1.845 -0.554 0.197 -0.06
O 0.827 0.412 0.431 -0.54
H -1.260 2.386 1.120 0.20
H -0.065 2.635 -0.161 0.22
H -1.770 3.051 -0.451 0.20
H -2.390 0.634 -0.368 0.20
H -1.151 0.915 -1.587 0.19
H -0.924 -0.432 1.124 0.16
H -0.994 -2.131 -0.634 0.22
H -0.060 -1.093 -1.731 0.20
H 1.705 -2.515 -0.791 0.22
H 0.963 -2.443 0.822 0.20
H 2.495 -0.607 1.079 0.18
H 2.454 -0.233 -0.663 0.17
```

Electronic energy = -8463.89627 eV
E_LUMO = 1.154 eV
SMILES = CC[C@H]1CCCO1
Frontier orbital gap = 10.6 eV
Energy above the lowest of the compared OMol25 structures with the same formula, charge and spin = 44.16 kJ/mol
Highest occupied orbital energy = -9.4 eV
2S+1 = 1


A cluster of 2 separate species, C6H12O in total. Source: the OMol25 dataset; level of theory: wB97M-V/def2-TZVPD.

Geometry as XYZ:
```
19
Properties=species:S:1:pos:R:3:nbo_charge:R:1
C 1.068 -1.365 -1.613 -0.35
C 0.187 -0.474 -1.159 -0.25
C 0.409 0.261 0.120 -0.04
C -0.744 1.090 0.636 -0.65
C 1.498 0.051 0.892 -0.18
C 1.423 0.054 2.416 -0.65
H 2.074 -1.537 -1.243 0.19
H 0.891 -1.935 -2.523 0.19
H -0.492 -0.060 -1.902 0.22
H -1.760 0.715 0.659 0.21
H -0.671 2.009 0.058 0.23
H -0.471 1.436 1.635 0.22
H 2.524 0.148 0.582 0.20
H 1.483 1.087 2.796 0.21
H 2.286 -0.429 2.856 0.22
H 0.476 -0.378 2.727 0.21
O -3.187 -0.027 -2.467 -0.97
H -3.918 -0.443 -2.933 0.49
H -3.078 -0.202 -1.535 0.48
```

Electronic energy = -8461.43717 eV
E_LUMO = 0.749 eV
SMILES = C=C/C(C)=C/C.O
Frontier orbital gap = 8.6 eV
Energy above the lowest of the compared OMol25 structures with the same formula, charge and spin = 281.42 kJ/mol
Highest occupied orbital energy = -7.9 eV
2S+1 = 1


An isolated molecule of C6H12O. Source: the OMol25 dataset; level of theory: wB97M-V/def2-TZVPD.

Geometry as XYZ:
```
19
Properties=species:S:1:pos:R:3:nbo_charge:R:1
C 2.590 0.770 0.522 -0.60
C 1.415 -0.080 1.004 -0.39
C 0.218 0.224 0.089 -0.40
C -1.088 -0.511 0.297 -0.26
C -2.373 0.212 -0.023 -0.43
C -1.868 -0.822 -0.964 0.08
O -1.349 -0.355 -2.176 -0.69
H 2.784 0.531 -0.527 0.20
H 2.333 1.836 0.571 0.20
H 3.508 0.617 1.099 0.21
H 1.231 0.132 2.066 0.20
H 1.674 -1.146 0.948 0.19
H 0.520 0.011 -0.945 0.19
H 0.018 1.303 0.130 0.20
H -1.093 -1.228 1.110 0.22
H -2.263 1.257 -0.314 0.22
H -3.272 -0.040 0.526 0.22
H -2.388 -1.779 -1.051 0.18
H -0.597 -0.932 -2.361 0.46
```

Electronic energy = -8462.92487 eV
E_LUMO = 0.959 eV
SMILES = CCC[C@H]1C[C@H]1O
Frontier orbital gap = 10.7 eV
Energy above the lowest of the compared OMol25 structures with the same formula, charge and spin = 137.88 kJ/mol
Highest occupied orbital energy = -9.7 eV
2S+1 = 1


An isolated molecule of C6H12O. Source: the OMol25 dataset; level of theory: wB97M-V/def2-TZVPD.

Geometry as XYZ:
```
19
Properties=species:S:1:pos:R:3:nbo_charge:R:1
C -1.979 0.896 -0.592 -0.65
C -1.950 -0.556 0.002 -0.40
C -0.474 -1.091 -0.082 -0.38
C 0.617 -0.376 0.782 -0.43
C 1.558 0.344 -0.136 -0.51
C 2.912 0.581 0.541 0.43
O 3.688 1.397 0.117 -0.52
H -2.966 1.348 -0.586 0.21
H -2.038 0.665 -1.663 0.20
H -1.326 1.702 -0.444 0.22
H -2.548 -1.244 -0.598 0.22
H -2.268 -0.373 1.038 0.20
H -0.149 -1.091 -1.248 0.19
H -0.457 -2.149 0.338 0.21
H 1.049 -1.182 1.465 0.22
H 0.018 0.306 1.452 0.21
H 1.838 -0.322 -1.054 0.23
H 1.189 1.170 -0.672 0.24
H 3.287 -0.027 1.337 0.12
```

Electronic energy = -8462.28452 eV
E_LUMO = 1.037 eV
SMILES = CCCCCC=O
Frontier orbital gap = 10.6 eV
Energy above the lowest of the compared OMol25 structures with the same formula, charge and spin = 199.67 kJ/mol
Highest occupied orbital energy = -9.6 eV
2S+1 = 1


An isolated molecule of C6H12O. Source: the OMol25 dataset; level of theory: wB97M-V/def2-TZVPD.

Geometry as XYZ:
```
19
Properties=species:S:1:pos:R:3:nbo_charge:R:1
C 1.626 1.210 0.042 -0.60
C 0.792 -0.054 0.200 -0.22
C 1.480 -1.286 -0.375 -0.60
C -0.540 0.135 -0.466 -0.26
C -1.607 -0.804 -0.263 -0.35
C -1.678 0.887 0.164 0.01
O -2.469 0.495 1.288 -0.72
H 1.069 2.080 0.407 0.22
H 2.568 1.134 0.593 0.21
H 1.867 1.381 -1.016 0.20
H 0.602 -0.214 1.273 0.19
H 2.443 -1.462 0.112 0.21
H 1.660 -1.151 -1.449 0.20
H 0.862 -2.183 -0.254 0.21
H -0.490 0.423 -1.518 0.24
H -2.451 -0.969 -0.899 0.22
H -1.515 -1.524 0.571 0.20
H -2.272 1.536 -0.487 0.18
H -1.946 0.367 2.075 0.46
```

Electronic energy = -8460.55146 eV
E_LUMO = 0.922 eV
SMILES = CC(C)[C@H]1C[C@H]1O
Frontier orbital gap = 8.3 eV
Energy above the lowest of the compared OMol25 structures with the same formula, charge and spin = 366.88 kJ/mol
Highest occupied orbital energy = -7.4 eV
2S+1 = 1


An isolated molecule of C6H12O. Source: the OMol25 dataset; level of theory: wB97M-V/def2-TZVPD.

Geometry as XYZ:
```
19
Properties=species:S:1:pos:R:3:nbo_charge:R:1
C -0.836 -2.425 -1.032 -0.61
C 0.224 -1.329 -1.082 -0.41
C 0.129 -0.387 0.122 -0.07
C 0.942 1.190 1.659 -0.35
C 0.325 2.222 0.849 -0.55
C -0.442 1.558 -0.335 0.03
O -1.059 0.381 0.056 -0.54
H -0.719 -3.052 -0.141 0.20
H -1.839 -1.988 -1.008 0.22
H -0.766 -3.076 -1.910 0.21
H 1.229 -1.769 -1.090 0.20
H 0.121 -0.735 -1.999 0.20
H 0.187 -0.989 1.034 0.20
H 0.337 0.698 2.413 0.19
H 2.009 1.212 1.860 0.19
H 1.004 2.982 0.456 0.22
H -0.470 2.718 1.425 0.25
H -1.139 2.200 -0.892 0.17
H 0.762 0.589 -0.385 0.24
```

Electronic energy = -8458.22467 eV
E_LUMO (spin up / spin down) = 0.438 / 0.697 eV
Frontier orbital gap (spin up / spin down) = 8.1 / 8.2 eV
Energy above the lowest of the compared OMol25 structures with the same formula, charge and spin = 591.38 kJ/mol
Highest occupied orbital energy (spin up / spin down) = -7.6 / -7.5 eV
2S+1 = 1


An isolated molecule of C6H12O. Source: the OMol25 dataset; level of theory: wB97M-V/def2-TZVPD.

Geometry as XYZ:
```
19
Properties=species:S:1:pos:R:3:nbo_charge:R:1
C -0.591 -2.743 0.735 -0.64
C -0.050 -1.346 0.769 -0.16
C 0.243 -0.586 -0.288 -0.22
C 0.660 0.862 -0.149 -0.29
C 1.170 1.439 -1.470 -0.60
C -0.505 1.760 0.391 -0.05
O -1.582 1.075 0.979 -0.72
H -1.586 -2.780 1.198 0.22
H 0.047 -3.425 1.309 0.22
H -0.679 -3.116 -0.290 0.21
H 0.073 -0.910 1.761 0.20
H 0.132 -0.994 -1.296 0.20
H 1.479 0.901 0.581 0.21
H 1.454 2.491 -1.357 0.21
H 0.386 1.393 -2.237 0.20
H 2.041 0.889 -1.842 0.21
H -0.115 2.423 1.169 0.18
H -0.863 2.400 -0.431 0.15
H -1.714 0.265 0.469 0.47
```

Electronic energy = -8463.23840 eV
E_LUMO = 1.041 eV
SMILES = C/C=C/[C@@H](C)CO
Frontier orbital gap = 10.5 eV
Energy above the lowest of the compared OMol25 structures with the same formula, charge and spin = 107.63 kJ/mol
Highest occupied orbital energy = -9.5 eV
2S+1 = 1


An isolated molecule of C6H12O. Source: the OMol25 dataset; level of theory: wB97M-V/def2-TZVPD.

Geometry as XYZ:
```
19
Properties=species:S:1:pos:R:3:nbo_charge:R:1
C 2.175 -0.693 -0.394 -0.25
O 1.356 -0.684 0.746 -0.54
C 0.358 0.285 0.882 0.12
C 0.240 1.536 -0.014 -0.45
C -1.299 1.230 -0.051 -0.40
C -1.111 -0.176 0.576 -0.24
C -1.285 -1.406 -0.323 -0.62
H 3.091 -0.112 -0.218 0.17
H 1.691 -0.310 -1.301 0.17
H 2.445 -1.738 -0.571 0.19
H 0.383 0.635 1.920 0.18
H 0.595 2.473 0.446 0.21
H 0.710 1.483 -1.004 0.21
H -1.708 1.221 -1.062 0.21
H -1.881 1.900 0.585 0.21
H -1.679 -0.350 1.502 0.20
H -2.315 -1.794 -0.328 0.21
H -1.019 -1.203 -1.367 0.20
H -0.642 -2.220 0.032 0.22
```

Electronic energy = -8462.63376 eV
E_LUMO = 1.080 eV
SMILES = CO[C@H]1CC[C@H]1C
Frontier orbital gap = 10.3 eV
Energy above the lowest of the compared OMol25 structures with the same formula, charge and spin = 165.97 kJ/mol
Highest occupied orbital energy = -9.2 eV
2S+1 = 1


A cluster of 2 separate species, C6H12O in total. Source: the OMol25 dataset; level of theory: wB97M-V/def2-TZVPD.

Geometry as XYZ:
```
19
Properties=species:S:1:pos:R:3:nbo_charge:R:1
C 0.910 1.389 2.738 -0.39
C -0.313 1.016 2.394 -0.17
C -0.605 -0.154 1.493 -0.49
C 0.028 -0.100 0.135 -0.15
C 0.716 -1.074 -0.456 -0.21
C 1.385 -0.932 -1.777 -0.64
H 1.076 2.081 3.554 0.20
H 1.766 0.988 2.202 0.20
H -1.152 1.694 2.543 0.20
H -0.270 -1.064 1.985 0.22
H -1.685 -0.297 1.376 0.22
H 0.017 0.843 -0.403 0.19
H 0.542 -2.043 -0.001 0.19
H 1.789 0.075 -1.919 0.22
H 2.278 -1.547 -1.882 0.22
H 0.723 -1.049 -2.636 0.20
O -1.890 -0.043 -3.177 -0.94
H -1.299 -0.758 -2.921 0.47
H -1.368 0.553 -3.735 0.47
```

Electronic energy = -8462.22618 eV
E_LUMO = 0.912 eV
SMILES = C=CC/C=C/C.O
Frontier orbital gap = 10.1 eV
Energy above the lowest of the compared OMol25 structures with the same formula, charge and spin = 205.30 kJ/mol
Highest occupied orbital energy = -9.2 eV
2S+1 = 1


A cluster of 2 separate species, C6H12O in total. Source: the OMol25 dataset; level of theory: wB97M-V/def2-TZVPD.

Geometry as XYZ:
```
19
Properties=species:S:1:pos:R:3:nbo_charge:R:1
C 0.687 1.322 0.746 -0.57
C 0.559 -0.155 0.567 -0.33
C -0.794 -0.808 0.885 -0.43
C -0.715 -2.103 0.076 -0.07
O 0.136 -1.778 -1.056 -0.48
C 0.723 -0.584 -0.827 0.28
C -0.252 1.498 -1.345 -0.79
H 1.178 1.245 1.930 0.14
H 1.524 1.795 0.244 0.23
H -0.198 1.911 0.946 0.23
H 1.319 -0.526 1.273 0.21
H -1.619 -0.184 0.524 0.22
H -0.917 -0.975 1.957 0.23
H -1.667 -2.466 -0.322 0.20
H -0.227 -2.913 0.632 0.18
H 1.573 -0.416 -1.478 0.20
H -1.313 1.491 -1.083 0.18
H 0.071 2.561 -1.371 0.19
H -0.079 1.075 -2.305 0.18
```

Electronic energy = -8459.00683 eV
E_LUMO (spin up / spin down) = 0.881 / 0.880 eV
Frontier orbital gap (spin up / spin down) = 8.1 / 8.1 eV
Energy above the lowest of the compared OMol25 structures with the same formula, charge and spin = 515.92 kJ/mol
Highest occupied orbital energy (spin up / spin down) = -7.2 / -7.2 eV
2S+1 = 1


A cluster of 2 separate species, C6H12O in total. Source: the OMol25 dataset; level of theory: wB97M-V/def2-TZVPD.

Geometry as XYZ:
```
19
Properties=species:S:1:pos:R:3:nbo_charge:R:1
C 1.200 1.874 0.088 -0.57
C 1.059 0.808 0.874 0.17
O 1.430 -0.471 0.634 -0.51
C 2.258 -0.677 -0.490 -0.26
H 0.816 2.826 0.437 0.22
H 1.619 1.839 -0.911 0.20
H 0.576 0.872 1.845 0.19
H 3.223 -0.173 -0.344 0.18
H 1.797 -0.302 -1.412 0.18
H 2.410 -1.754 -0.574 0.20
C -2.002 0.835 0.027 -0.40
C -1.947 -0.403 0.505 -0.18
C -1.640 -1.622 -0.315 -0.65
H -1.812 1.048 -1.023 0.19
H -2.196 1.692 0.667 0.20
H -2.109 -0.568 1.571 0.19
H -2.517 -2.278 -0.387 0.22
H -1.338 -1.346 -1.331 0.21
H -0.828 -2.201 0.139 0.22
```

Electronic energy = -8462.10053 eV
E_LUMO = 1.027 eV
SMILES = C=COC.C=CC
Frontier orbital gap = 9.7 eV
Energy above the lowest of the compared OMol25 structures with the same formula, charge and spin = 217.42 kJ/mol
Highest occupied orbital energy = -8.7 eV
2S+1 = 1


A cluster of 2 separate species, C6H12O in total. Source: the OMol25 dataset; level of theory: wB97M-V/def2-TZVPD.

Geometry as XYZ:
```
19
Properties=species:S:1:pos:R:3:nbo_charge:R:1
C 2.536 1.849 2.445 -0.42
C 1.475 1.900 1.612 -0.15
C 1.579 1.253 0.254 -0.49
C 0.661 0.114 -0.070 -0.18
C 1.151 -0.890 -0.847 -0.18
C 0.512 -2.258 -1.081 -0.65
H 2.402 2.238 3.421 0.19
H 3.581 1.782 2.052 0.20
H 0.513 2.401 1.909 0.20
H 2.565 0.757 0.260 0.22
H 1.298 2.056 -0.459 0.22
H -0.200 0.073 0.548 0.20
H 2.109 -0.713 -1.348 0.19
H 0.996 -3.044 -0.434 0.22
H 0.551 -2.721 -2.114 0.22
H -0.613 -2.174 -0.841 0.22
O -6.931 -1.040 -1.447 -0.95
H -7.270 -0.164 -1.474 0.47
H -6.914 -1.420 -2.388 0.48
```

Electronic energy = -8461.66115 eV
E_LUMO = 1.031 eV
SMILES = C=CC/C=C/C.O
Frontier orbital gap = 10.0 eV
Energy above the lowest of the compared OMol25 structures with the same formula, charge and spin = 259.81 kJ/mol
Highest occupied orbital energy = -9.0 eV
2S+1 = 1